(A)
Molecular formula: C3H5NO2S
Method: DFT, wB97M-V/def2-TZVPD

Geometry as ORCA input:
```
! wB97M-V def2-TZVPD RIJCOSX def2/J DEFGRID3
* xyz 0 1
C -1.872 -0.537 -1.811
C 2.384 0.499 1.774
C -0.866 0.170 -1.256
N 2.422 -0.418 2.425
O 0.591 1.377 0.341
O -0.285 -0.907 1.096
S -0.679 0.531 0.446
H -2.036 -0.609 -2.859
H -2.526 -1.068 -1.063
H 2.300 1.367 1.190
H 0.579 -0.992 1.529
H -0.013 0.587 -1.812
*
```

HOMO level = -9.919 eV
orbital gap = 10.05 eV
molecular weight = 119.1 g/mol

(B)
Molecular formula: C3H5NO2S
Method: DFT, wB97M-V/def2-TZVPD

Geometry as ORCA input:
```
! wB97M-V def2-TZVPD RIJCOSX def2/J DEFGRID3
* xyz 0 1
C 0.214 0.929 -0.319
C -0.364 -1.872 -0.523
C 0.765 -0.933 -0.445
N -0.281 1.210 0.855
O 0.403 1.632 -1.271
O -0.615 2.542 1.151
S 0.469 -1.804 1.081
H -1.372 -1.477 -0.530
H -0.251 -2.809 -1.056
H 1.700 -1.046 -0.960
H -0.357 0.575 1.635
H -0.312 3.055 0.382
*
```

HOMO level = -8.924 eV
orbital gap = 9.69 eV
molecular weight = 119.1 g/mol

Energy comparison, zero being the most stable, in hartree: (A) 0.0000; (B) 0.0083.

(A)
Molecular formula: C2H13NO5
Method: DFT, wB97M-V/def2-TZVPD

Geometry as ORCA input:
```
! wB97M-V def2-TZVPD RIJCOSX def2/J DEFGRID3
* xyz 0 1
C 0.656 0.591 -3.383
N -0.036 0.123 -2.202
C 0.254 0.611 -0.963
O 0.595 1.726 -0.630
H 0.288 1.597 -3.679
H 1.729 0.787 -3.247
H 0.552 -0.156 -4.150
H -0.743 -0.571 -2.394
H 0.066 -0.164 -0.230
O 1.596 2.541 1.708
H 0.679 2.786 1.864
H 1.682 2.482 0.733
O 0.214 0.420 2.987
H 0.813 1.072 2.547
H 0.049 0.605 3.914
O -0.659 -2.082 1.891
H -0.480 -1.258 2.391
H 0.006 -2.683 2.234
O -2.291 -2.822 -0.151
H -1.857 -2.385 0.610
H -3.112 -3.220 0.150
*
```

HOMO level = -9.902 eV
orbital gap = 10.56 eV
molecular weight = 131.1 g/mol
SMILES = CNC=O.O.O.O.O

(B)
Molecular formula: C2H13NO5
Method: DFT, wB97M-V/def2-TZVPD

Geometry as ORCA input:
```
! wB97M-V def2-TZVPD RIJCOSX def2/J DEFGRID3
* xyz 0 1
C -1.176 1.960 -1.262
C -1.280 0.484 -1.715
N -2.501 0.106 -2.176
O -0.314 -0.195 -1.884
H -1.065 2.142 -0.195
H -2.229 2.277 -1.457
H -0.442 2.666 -1.649
H -2.522 -0.908 -2.358
H -3.310 0.630 -1.991
O 3.245 -1.878 0.410
H 2.663 -1.083 0.390
H 3.902 -1.730 -0.273
O 1.678 -1.566 2.562
H 1.282 -2.356 3.036
H 2.604 -1.550 2.721
O 0.786 0.346 0.593
H 0.628 0.019 -0.400
H 1.400 -0.230 1.022
O -1.479 1.155 2.029
H -0.512 0.903 1.563
H -1.484 0.921 3.010
*
```

HOMO level = -10.177 eV
orbital gap = 10.80 eV
molecular weight = 131.1 g/mol
SMILES = CC(N)=O.O.O.O.O

Energy comparison, zero being the most stable, in hartree: (A) 0.0000; (B) 0.0164.

(A)
Molecular formula: C7H8
Method: DFT, wB97M-V/def2-TZVPD

Geometry as ORCA input:
```
! wB97M-V def2-TZVPD RIJCOSX def2/J DEFGRID3
* xyz 0 1
C -1.331 1.196 0.303
C -0.012 1.596 0.011
C -1.726 -0.056 0.091
C 1.160 -0.565 0.209
C -2.462 -1.123 -0.130
C 2.034 -1.481 0.359
C 1.241 0.789 -0.242
H -1.977 2.003 0.626
H 0.107 2.688 -0.077
H -2.590 -1.935 0.497
H -2.903 -1.047 -1.123
H 3.072 -1.364 0.051
H 1.864 -2.568 0.712
H 1.328 0.652 -1.398
H 2.194 1.214 0.111
*
```

HOMO level (alpha / beta) = -7.125 / -8.225 eV
orbital gap (alpha / beta) = 7.02 / 8.42 eV
molecular weight = 92.1 g/mol

(B)
Molecular formula: C7H8
Method: DFT, wB97M-V/def2-TZVPD

Geometry as ORCA input:
```
! wB97M-V def2-TZVPD RIJCOSX def2/J DEFGRID3
* xyz 0 1
C -1.278 0.528 -2.486
C -0.846 -0.183 -1.616
C -0.406 -1.085 -0.546
C 0.140 -0.375 0.720
C -0.661 0.880 1.078
C 1.585 -0.104 0.663
C 2.779 0.039 0.728
H -1.666 1.165 -3.250
H 0.351 -1.780 -0.922
H -1.270 -1.687 -0.239
H 0.024 -1.096 1.539
H -0.554 1.650 0.309
H -1.723 0.630 1.168
H -0.315 1.293 2.029
H 3.840 0.127 0.823
*
```

HOMO level = -9.886 eV
orbital gap = 10.84 eV
molecular weight = 92.1 g/mol
SMILES = C#CC[C@H](C)C#C

Energy comparison, zero being the most stable, in hartree: (A) 0.1072; (B) 0.0000.

(A)
Molecular formula: C7H8
Method: DFT, wB97M-V/def2-TZVPD

Geometry as ORCA input:
```
! wB97M-V def2-TZVPD RIJCOSX def2/J DEFGRID3
* xyz 0 1
C -0.600 -0.249 -1.468
C 0.073 -0.018 -0.103
C 1.395 0.755 -0.265
C -0.842 0.677 0.832
C -1.552 0.961 1.763
C 0.295 -1.328 0.620
C 0.795 -2.503 0.779
H -1.482 -0.886 -1.364
H 0.097 -0.733 -2.161
H -0.908 0.710 -1.899
H 1.191 1.767 -0.632
H 1.921 0.828 0.690
H 2.049 0.250 -0.984
H -2.174 1.179 2.602
H -0.259 -1.411 1.591
*
```

HOMO level = -10.316 eV
orbital gap = 10.63 eV
molecular weight = 92.1 g/mol

(B)
Molecular formula: C7H8
Method: DFT, wB97M-V/def2-TZVPD

Geometry as ORCA input:
```
! wB97M-V def2-TZVPD RIJCOSX def2/J DEFGRID3
* xyz 0 1
C -1.042 0.774 0.831
C 0.262 0.450 0.159
C 0.182 -0.095 -1.258
C -0.672 -1.284 -1.382
C -1.378 -2.257 -1.450
C 1.471 0.561 0.826
C 2.268 0.804 1.837
H -1.746 1.198 0.104
H -1.511 -0.132 1.234
H -0.888 1.478 1.653
H 1.409 -0.576 0.532
H -0.228 0.705 -1.890
H 1.187 -0.309 -1.639
H -2.000 -3.123 -1.514
H 2.686 1.807 1.957
*
```

HOMO level (alpha / beta) = -7.787 / -7.786 eV
orbital gap (alpha / beta) = 7.90 / 7.90 eV
molecular weight = 92.1 g/mol

Energy comparison, zero being the most stable, in hartree: (A) 0.0000; (B) 0.0474.